9 unconnected molecules or ions with the total composition C35H62Br3NO23 in a non-equilibrium geometry, computed with ωB97M-V/def2-TZVPD.

XYZ file:
```
124
Properties=species:S:1:pos:R:3
O -0.794 -6.304 1.031
N -0.237 -6.219 2.157
O 0.914 -5.786 2.269
C -0.929 -6.616 3.361
C -2.159 -7.183 3.359
C -2.876 -7.395 4.477
C -2.329 -7.182 5.693
C -1.020 -6.625 5.761
C -0.312 -6.348 4.568
H -2.588 -7.523 2.428
H -3.867 -7.820 4.424
H -2.808 -7.353 6.646
H -0.582 -6.469 6.736
H 0.622 -5.810 4.628
C 0.164 7.045 8.720
C 1.626 6.698 8.254
O 1.634 6.467 6.805
C 2.340 5.458 6.304
O 3.129 4.789 6.993
O 2.024 5.270 5.015
C 2.538 4.127 4.302
H 0.016 7.681 9.593
H -0.406 6.126 8.854
H -0.511 7.502 7.996
H 2.116 5.930 8.853
H 2.239 7.562 8.512
H 1.789 3.346 4.167
H 3.343 3.642 4.853
H 3.072 4.579 3.467
C -4.408 -4.011 -3.135
C -2.922 -3.569 -3.143
O -2.980 -2.452 -4.020
C -1.849 -1.685 -4.256
O -0.750 -1.953 -3.759
O -2.236 -0.734 -5.144
C -1.239 0.177 -5.643
H -5.121 -3.212 -2.931
H -4.415 -4.742 -2.327
H -4.758 -4.543 -4.020
H -2.294 -4.383 -3.506
H -2.610 -3.093 -2.213
H -0.597 -0.272 -6.401
H -0.510 0.515 -4.906
H -1.716 0.978 -6.206
C -8.696 -2.918 5.246
C -7.494 -3.699 4.799
O -6.372 -2.793 4.795
C -5.562 -2.724 3.733
O -5.747 -3.255 2.679
O -4.447 -2.029 4.032
C -3.351 -2.064 3.196
H -8.998 -2.086 4.610
H -8.398 -2.502 6.208
H -9.527 -3.588 5.465
H -7.749 -4.069 3.806
H -7.273 -4.537 5.461
H -2.535 -1.563 3.717
H -3.536 -1.408 2.346
H -2.967 -2.965 2.717
C 5.955 -10.762 -5.448
C 6.131 -9.227 -5.284
O 4.943 -8.730 -4.666
C 4.868 -7.412 -4.485
O 5.613 -6.588 -5.020
O 3.917 -7.203 -3.624
C 3.521 -5.888 -3.356
H 5.169 -10.982 -6.171
H 5.641 -11.265 -4.533
H 6.878 -11.206 -5.820
H 6.266 -8.754 -6.257
H 7.039 -9.003 -4.724
H 2.484 -6.010 -3.042
H 3.437 -5.179 -4.179
H 4.142 -5.528 -2.535
C 2.895 -0.355 0.832
C 1.840 -0.409 -0.308
O 1.784 0.823 -0.972
C 0.923 1.729 -0.614
O 0.038 1.568 0.239
O 1.145 2.795 -1.432
C 0.285 3.927 -1.177
H 3.767 0.278 0.666
H 3.485 -1.266 0.929
H 2.376 -0.195 1.777
H 0.864 -0.757 0.029
H 2.167 -1.071 -1.110
H 0.027 4.480 -2.080
H 0.887 4.601 -0.567
H -0.708 3.695 -0.793
C 10.109 3.744 -7.523
C 9.424 3.816 -6.128
O 9.099 2.593 -5.502
C 7.872 2.046 -5.737
O 7.056 2.329 -6.617
O 7.788 1.062 -4.760
C 6.595 0.369 -4.613
H 9.496 3.045 -8.091
H 11.164 3.482 -7.612
H 10.039 4.760 -7.913
H 8.599 4.527 -6.167
H 10.162 4.276 -5.470
H 6.279 0.029 -5.599
H 5.847 0.895 -4.019
H 6.834 -0.548 -4.075
C -6.162 9.838 0.385
C -4.872 8.969 0.331
O -4.876 8.065 1.456
C -3.782 7.375 1.909
O -2.628 7.547 1.578
O -4.260 6.542 2.716
C -3.302 5.681 3.484
H -5.986 10.720 1.000
H -6.999 9.363 0.899
H -6.432 10.056 -0.648
H -3.970 9.579 0.271
H -4.935 8.351 -0.566
H -3.797 5.101 4.263
H -2.425 6.214 3.852
H -2.754 4.982 2.853
Br -5.767 8.074 -5.386
C -6.456 6.409 -4.415
Br -7.808 6.875 -3.025
Br -4.963 5.381 -3.642
H -7.056 5.935 -5.191
```

## Properties
Frontier orbital gap = 9.43 eV
SMILES = O=[N+]([O-])c1ccccc1.CCOC(=O)OC.CCOC(=O)OC.CCOC(=O)OC.CCOC(=O)OC.CCOC(=O)OC.CCOC(=O)OC.CCOC(=O)OC.BrC(Br)Br
M = 1104.6 g mol⁻¹
Relative energy (zero: lowest compared OMol25 entry of this formula, charge and spin) = 0.0 kJ/mol

5 unconnected molecules or ions with the total composition C35H62N4O13P in a non-equilibrium geometry, computed with ωB97M-V/def2-TZVPD.

XYZ file:
```
115
Properties=species:S:1:pos:R:3
C 4.481 2.394 1.022
C 2.957 1.988 0.880
O 2.639 1.551 -0.448
C 1.243 1.167 -0.547
C 1.231 -0.408 -0.590
O -0.090 -0.975 -0.789
C 0.017 -2.390 -0.575
N -0.405 -2.785 0.790
C -1.619 -2.486 1.221
N -1.913 -2.858 2.576
C -2.854 -1.787 2.981
C -3.782 -1.815 1.671
C -4.746 -0.540 1.654
C -4.807 0.215 3.038
C -5.961 1.308 2.911
O -5.398 2.397 2.157
O -4.460 -3.120 1.845
C -5.476 -3.024 2.736
N -6.519 -2.948 3.254
N -2.722 -1.775 0.621
C -3.248 -2.227 -0.696
O -3.876 -1.091 -1.333
C -2.924 -0.200 -1.946
C -2.478 1.021 -1.025
P 0.793 -3.640 1.802
C 0.345 -5.445 2.086
C -1.034 -5.919 1.443
C 1.180 -2.721 3.387
C 2.742 -2.805 3.614
H 4.765 2.552 2.108
H 5.180 1.611 0.617
H 4.720 3.367 0.502
H 2.757 1.220 1.683
H 2.370 2.929 1.127
H 0.725 1.520 0.387
H 0.867 1.637 -1.496
H 1.725 -0.765 0.368
H 1.854 -0.715 -1.490
H -0.466 -2.990 -1.403
H 1.121 -2.634 -0.654
H -2.181 -3.827 2.762
H -3.354 -1.835 3.977
H -2.319 -0.799 2.825
H -5.779 -0.791 1.267
H -4.335 0.201 0.903
H -3.861 0.743 3.318
H -5.181 -0.492 3.840
H -6.890 0.886 2.435
H -6.264 1.630 3.957
H -5.964 3.186 2.244
H -4.054 -3.006 -0.635
H -2.471 -2.594 -1.417
H -2.021 -0.707 -2.386
H -3.467 0.273 -2.821
H -1.401 1.283 -1.265
H -3.076 1.934 -1.300
H -2.503 0.793 0.070
H 1.155 -6.047 1.573
H 0.442 -5.662 3.184
H -0.862 -6.967 1.052
H -1.795 -6.007 2.266
H -1.398 -5.260 0.605
H 0.936 -1.627 3.203
H 0.576 -3.081 4.275
H 3.120 -2.113 4.413
H 3.045 -3.869 3.848
H 3.250 -2.537 2.645
O 0.897 1.034 3.260
C 0.189 1.985 3.026
O 0.605 3.267 3.094
C -0.510 4.149 2.863
C -1.523 3.314 2.108
C -1.274 1.926 2.664
H -0.891 4.491 3.829
H -0.178 5.013 2.285
H -2.548 3.663 2.233
H -1.291 3.327 1.038
H -1.855 1.736 3.570
H -1.462 1.153 1.918
O 1.013 6.241 1.528
C 1.985 6.165 0.818
O 1.953 6.353 -0.523
C 3.250 6.082 -1.079
C 4.217 6.247 0.073
C 3.381 5.807 1.262
H 3.251 5.065 -1.482
H 3.454 6.782 -1.890
H 5.138 5.677 -0.053
H 4.486 7.301 0.185
H 3.437 4.728 1.423
H 3.653 6.344 2.169
O 4.457 3.051 -3.684
C 4.089 1.949 -3.991
O 3.497 1.654 -5.181
C 3.083 0.280 -5.183
C 3.941 -0.397 -4.137
C 4.161 0.714 -3.127
H 2.017 0.238 -4.936
H 3.232 -0.145 -6.175
H 3.482 -1.287 -3.717
H 4.899 -0.688 -4.576
H 3.362 0.754 -2.386
H 5.131 0.632 -2.641
O 2.829 -2.922 -4.994
C 1.632 -2.947 -5.080
O 0.798 -2.262 -4.244
C -0.563 -2.593 -4.552
C -0.540 -3.098 -5.979
C 0.829 -3.750 -6.071
H -0.904 -3.359 -3.847
H -1.189 -1.707 -4.440
H -1.365 -3.772 -6.211
H -0.590 -2.253 -6.671
H 0.806 -4.793 -5.747
H 1.249 -3.669 -7.072
```

## Properties
Charge = +1
Frontier orbital gap = 7.77 eV
M = 777.9 g mol⁻¹

no.,E_HOMO (eV)
1,-10.29
2,-11.38